1.
116
Properties=species:S:1:pos:R:3 method="wB97M-V/def2-TZVPD" gap_ev=8.360 homo_ev=-9.01 charge=0
C -4.16 3.52 1.06
C -2.76 3.32 0.46
C -2.55 1.94 -0.21
C -1.43 1.98 -1.25
O -0.53 0.93 -0.95
C 0.35 0.57 -1.98
C -0.38 -0.32 -3.04
C -1.66 -0.98 -2.52
N -1.94 -2.15 -3.39
C 1.55 -0.23 -1.28
Cl 1.57 0.21 0.49
C 1.38 -1.76 -1.31
C 2.16 -2.44 -2.48
C 0.96 1.76 -2.76
Br 1.92 3.01 -1.58
C 1.97 1.26 -3.90
C 1.32 1.45 -5.31
Br 3.69 2.18 -3.89
N -3.78 1.29 -0.70
C -4.34 1.87 -1.81
O -4.13 2.95 -2.23
C -5.32 0.95 -2.63
F -4.72 0.77 -3.81
F -5.39 -0.25 -2.05
C -6.70 1.61 -2.78
F -7.10 1.96 -1.56
F -6.62 2.69 -3.52
C -7.78 0.71 -3.46
F -7.99 -0.41 -2.80
F -8.90 1.43 -3.41
C -7.48 0.52 -4.97
O -7.88 1.29 -5.74
O -6.71 -0.53 -5.35
H -4.22 4.38 1.73
H -4.87 3.67 0.24
H -4.50 2.64 1.62
H -2.04 3.39 1.27
H -2.55 4.15 -0.22
H -2.17 1.30 0.59
H -1.79 1.98 -2.29
H -0.90 2.93 -1.09
H 0.30 -1.01 -3.55
H -0.70 0.39 -3.82
H -1.56 -1.32 -1.49
H -2.51 -0.30 -2.62
H -1.08 -2.65 -3.54
H -2.64 -2.75 -2.96
H 2.53 0.08 -1.64
H 0.35 -2.09 -1.26
H 1.86 -2.13 -0.41
H 2.53 -1.72 -3.21
H 1.53 -3.18 -2.98
H 3.03 -2.96 -2.09
H 0.22 2.34 -3.31
H 2.17 0.21 -3.79
H 0.24 1.60 -5.25
H 1.47 0.52 -5.87
H 1.84 2.26 -5.80
H -4.45 1.08 0.03
H -6.10 -0.17 -6.00
C 5.20 7.57 -7.09
C 5.38 8.32 -5.93
C 5.72 7.69 -4.74
C 5.87 6.31 -4.73
C 5.69 5.56 -5.88
C 5.35 6.19 -7.06
N 6.26 5.64 -3.48
O 6.39 6.33 -2.49
O 6.42 4.43 -3.52
H 4.94 8.07 -8.01
H 5.26 9.39 -5.95
H 5.86 8.27 -3.84
H 5.81 4.48 -5.86
H 5.20 5.61 -7.96
C 2.23 -1.61 6.69
C 2.08 -0.58 5.77
C 2.54 -0.73 4.48
C 3.15 -1.92 4.11
C 3.32 -2.95 5.02
C 2.85 -2.79 6.32
N 3.61 -2.09 2.73
O 3.45 -1.15 1.98
O 4.11 -3.16 2.42
H 1.86 -1.49 7.70
H 1.59 0.34 6.07
H 2.41 0.07 3.76
H 3.80 -3.88 4.74
H 2.98 -3.59 7.04
C 2.86 -8.75 1.84
C 3.88 -8.18 2.60
C 3.58 -7.56 3.80
C 2.27 -7.53 4.24
C 1.24 -8.08 3.49
C 1.54 -8.69 2.28
N 1.96 -6.90 5.53
O 2.88 -6.40 6.15
O 0.80 -6.91 5.90
H 3.09 -9.23 0.90
H 4.90 -8.22 2.25
H 4.38 -7.13 4.39
H 0.22 -8.04 3.84
H 0.75 -9.13 1.69
C -3.30 -1.28 8.24
C -3.53 -1.51 6.89
C -3.02 -0.65 5.94
C -2.27 0.45 6.35
C -2.04 0.69 7.69
C -2.56 -0.18 8.64
N -1.70 1.35 5.34
O -1.94 1.12 4.17
O -1.03 2.28 5.74
H -3.70 -1.96 8.98
H -4.11 -2.37 6.58
H -3.20 -0.83 4.89
H -1.46 1.55 8.01
H -2.39 0.01 9.69

***

2.
105
Properties=species:S:1:pos:R:3 method="wB97M-V/def2-TZVPD" gap_ev="6.356 / 4.463" s2=0.776 spin_multiplicity=2 homo_ev="-15.48 / -15.48" relative_energy_kj_mol=0.00 charge=+3
Ir 0.62 -0.75 0.88
N -2.54 1.73 -0.59
C -1.52 1.07 -0.09
S -1.43 -0.62 -0.16
N -0.57 1.87 0.53
N 0.46 1.21 0.98
C 1.41 1.88 1.67
C 1.36 3.29 1.96
C 1.00 4.24 0.98
C 0.97 5.58 1.30
C 1.24 5.99 2.61
C 1.57 5.06 3.59
C 1.65 3.72 3.27
C 2.52 1.03 2.12
C 3.71 1.54 2.59
C 4.73 0.67 2.96
C 4.53 -0.69 2.83
C 3.32 -1.15 2.31
N 2.35 -0.32 1.96
H -3.30 1.25 -1.05
H -2.60 2.74 -0.48
H 0.81 3.92 -0.04
H 0.74 6.31 0.54
H 1.20 7.04 2.85
H 1.76 5.39 4.61
H 1.89 3.00 4.05
H 3.85 2.61 2.66
H 5.67 1.06 3.33
H 5.29 -1.40 3.11
H 3.14 -2.21 2.15
N -1.87 -2.41 7.42
C -2.20 -1.41 6.59
O -3.03 -0.56 6.84
C -1.49 -1.34 5.25
C -1.82 -0.25 4.45
C -1.24 -0.11 3.21
N -0.35 -0.99 2.73
C -0.02 -2.04 3.50
C -0.57 -2.25 4.75
H -2.34 -2.46 8.31
H -1.18 -3.11 7.22
H -2.54 0.47 4.81
H -1.50 0.73 2.58
H 0.70 -2.73 3.09
H -0.25 -3.12 5.30
C 0.68 -5.34 0.36
S -0.20 -3.80 0.45
O 0.96 -2.81 0.79
C -0.64 -3.53 -1.23
C 0.32 -3.34 -2.21
C -0.10 -3.15 -3.51
C -1.46 -3.17 -3.82
C -2.41 -3.37 -2.83
C -2.00 -3.54 -1.51
H 1.46 -5.26 -0.40
H -0.05 -6.10 0.09
H 1.10 -5.55 1.34
H 1.38 -3.34 -1.97
H 0.64 -2.98 -4.29
H -1.77 -3.03 -4.85
H -3.46 -3.40 -3.08
H -2.73 -3.69 -0.72
C 6.74 -1.69 -4.77
C 5.29 -1.84 -5.27
C 4.93 -0.54 -6.00
C 5.24 -2.99 -6.29
C 4.26 -2.10 -4.10
O 2.94 -1.71 -4.51
C 4.13 -3.57 -3.67
C 5.28 -4.32 -2.97
C 5.30 -4.17 -1.47
C 6.34 -3.57 -0.78
C 6.37 -3.54 0.61
C 5.33 -4.13 1.32
Cl 5.38 -4.18 3.06
C 4.27 -4.72 0.66
C 4.26 -4.74 -0.73
C 4.60 -1.14 -2.95
N 3.42 -0.72 -2.19
C 2.77 -1.34 -1.22
N 1.74 -0.57 -0.85
C 1.84 0.52 -1.66
N 2.85 0.46 -2.47
H 7.40 -1.65 -5.64
H 7.08 -2.52 -4.16
H 6.89 -0.76 -4.22
H 5.74 -0.29 -6.69
H 4.79 0.31 -5.33
H 4.02 -0.63 -6.60
H 5.82 -2.71 -7.17
H 4.23 -3.21 -6.63
H 5.67 -3.91 -5.90
H 2.82 -1.96 -5.43
H 3.85 -4.12 -4.57
H 3.24 -3.63 -3.03
H 6.25 -4.08 -3.40
H 5.14 -5.38 -3.18
H 7.18 -3.15 -1.33
H 7.22 -3.12 1.14
H 3.50 -5.22 1.23
H 3.48 -5.27 -1.25
H 4.99 -0.21 -3.35
H 5.33 -1.55 -2.26
H 3.04 -2.30 -0.80
H 1.15 1.35 -1.64

***

3.
103
Properties=species:S:1:pos:R:3 method="wB97M-V/def2-TZVPD" gap_ev="6.014 / 6.756" s2=0.754 spin_multiplicity=2 homo_ev="-12.03 / -13.24" relative_energy_kj_mol=114.90 charge=+2
Hf -0.77 0.56 0.15
N -1.17 3.08 3.93
C -0.76 2.82 2.70
N -1.48 2.17 1.80
C -2.74 1.72 2.20
N -3.56 1.23 1.32
N -2.93 1.24 0.10
C -3.58 0.96 -0.96
C -2.85 1.21 -2.21
C -3.51 1.29 -3.41
C -2.86 1.89 -4.49
C -1.59 2.39 -4.29
C -0.97 2.20 -3.05
N -1.55 1.58 -2.03
C -3.15 1.79 3.59
C -4.32 1.19 4.08
C -4.64 1.32 5.41
C -3.80 2.04 6.27
C -2.65 2.64 5.81
C -2.33 2.50 4.46
H -0.55 3.59 4.54
H 0.18 3.25 2.39
H -4.64 0.70 -0.94
H -4.53 0.95 -3.49
H -3.35 1.99 -5.45
H -1.06 2.93 -5.06
H 0.03 2.56 -2.90
H -4.95 0.64 3.39
H -5.54 0.86 5.80
H -4.06 2.14 7.31
H -2.00 3.20 6.47
C 2.83 0.08 2.30
C 1.54 0.84 2.20
O 0.91 1.12 3.20
O 1.08 1.17 0.95
H 2.61 -0.81 2.89
H 3.53 0.68 2.88
H 3.28 -0.19 1.36
C 0.98 -3.13 0.07
N -0.33 -3.35 -0.55
C -0.84 -4.73 -0.46
C -0.99 -2.40 -1.18
C -2.22 -2.73 -1.98
O -0.57 -1.20 -1.19
H 1.64 -3.93 -0.26
H 0.89 -3.14 1.15
H 1.38 -2.17 -0.26
H -0.48 -5.15 0.48
H -0.47 -5.33 -1.29
H -1.92 -4.74 -0.44
H -2.20 -3.72 -2.41
H -2.30 -1.99 -2.77
H -3.10 -2.64 -1.34
O -2.33 -1.11 0.75
C -1.56 -1.42 1.69
O -0.38 -0.91 1.62
C -1.94 -2.28 2.81
C -3.22 -2.83 2.87
C -3.56 -3.64 3.93
C -2.64 -3.90 4.94
C -1.36 -3.35 4.88
C -1.01 -2.53 3.82
H -3.93 -2.61 2.08
H -4.55 -4.07 3.99
H -2.91 -4.53 5.77
H -0.65 -3.55 5.67
H -0.03 -2.08 3.77
C 0.15 -0.52 -4.58
Ge 1.75 -0.87 -3.53
C 3.38 -0.54 -4.54
C 1.74 -2.79 -3.16
Ge 1.83 0.63 -1.53
C 2.04 2.53 -2.00
C 1.91 3.53 -1.04
C 2.13 4.87 -1.36
C 2.48 5.22 -2.65
C 2.61 4.23 -3.62
C 2.38 2.90 -3.30
C 3.62 0.25 -0.85
C 4.46 1.26 -0.38
C 5.75 0.98 0.04
C 6.23 -0.33 0.00
C 5.41 -1.35 -0.45
C 4.11 -1.05 -0.87
H -0.07 -1.39 -5.19
H 0.29 0.34 -5.24
H -0.71 -0.33 -3.93
H 3.46 -1.35 -5.27
H 4.25 -0.57 -3.89
H 3.37 0.40 -5.08
H 1.74 -3.25 -4.15
H 0.85 -3.14 -2.63
H 2.63 -3.13 -2.64
H 1.65 3.28 -0.02
H 2.03 5.63 -0.60
H 2.65 6.26 -2.91
H 2.89 4.50 -4.63
H 2.48 2.16 -4.08
H 4.13 2.29 -0.35
H 6.40 1.78 0.38
H 7.24 -0.55 0.33
H 5.77 -2.37 -0.49
H 3.49 -1.87 -1.22

***

4.
102
Properties=species:S:1:pos:R:3 method="wB97M-V/def2-TZVPD" gap_ev=8.293 homo_ev=-10.28 relative_energy_kj_mol=186.05 charge=+1
Ca 0.24 -0.58 -1.04
C 4.94 0.48 1.86
C 4.23 -0.06 0.67
C 4.80 -0.70 -0.42
C 3.73 -0.99 -1.26
N 2.59 -0.57 -0.72
N 2.90 0.00 0.48
B 1.58 0.56 1.13
N 1.21 0.42 2.62
N 0.04 -0.29 2.73
C -0.27 -0.35 4.01
C 0.69 0.33 4.77
C 1.62 0.79 3.87
C 2.86 1.52 4.24
C -1.47 -1.07 4.45
C -1.75 -1.23 5.81
C -2.88 -1.91 6.22
C -3.76 -2.44 5.28
C -3.49 -2.29 3.93
C -2.36 -1.61 3.52
N 1.16 1.89 0.39
N 0.36 1.72 -0.71
C 0.07 2.94 -1.18
C 0.72 3.91 -0.41
C 1.38 3.20 0.57
C 2.21 3.73 1.68
C -0.85 3.10 -2.31
C -0.90 4.31 -3.00
C -1.77 4.49 -4.06
C -2.62 3.46 -4.45
C -2.59 2.26 -3.76
C -1.72 2.09 -2.70
C 3.69 -1.68 -2.56
C 4.62 -2.67 -2.87
C 4.53 -3.36 -4.06
C 3.51 -3.08 -4.96
C 2.59 -2.08 -4.68
C 2.69 -1.38 -3.48
H 6.00 0.56 1.64
H 4.57 1.46 2.14
H 4.83 -0.19 2.72
H 5.85 -0.89 -0.57
H 0.79 -0.25 0.76
H 0.73 0.47 5.84
H 2.83 1.69 5.32
H 3.76 0.94 4.04
H 2.96 2.49 3.76
H -1.07 -0.83 6.54
H -3.08 -2.03 7.27
H -4.65 -2.97 5.60
H -4.17 -2.69 3.20
H -2.15 -1.49 2.46
H 0.69 4.97 -0.53
H 2.51 4.75 1.47
H 1.65 3.73 2.62
H 3.11 3.14 1.82
H -0.24 5.12 -2.72
H -1.79 5.43 -4.59
H -3.30 3.60 -5.27
H -3.27 1.46 -4.03
H -1.78 1.16 -2.12
H 5.40 -2.91 -2.16
H 5.25 -4.13 -4.29
H 3.45 -3.63 -5.90
H 1.83 -1.82 -5.39
H 2.02 -0.54 -3.31
C -3.83 -1.73 -1.29
P -2.13 -2.22 -1.70
C -2.27 -2.79 -3.42
C -1.96 -3.80 -0.77
C -0.62 -4.51 -0.99
P 0.80 -3.44 -0.52
C 0.73 -3.49 1.31
C 2.24 -4.48 -0.89
H -4.13 -0.90 -1.93
H -3.89 -1.38 -0.26
H -4.52 -2.56 -1.44
H -3.06 -3.53 -3.53
H -1.33 -3.22 -3.77
H -2.50 -1.94 -4.07
H -2.79 -4.45 -1.07
H -2.10 -3.57 0.29
H -0.50 -4.78 -2.04
H -0.60 -5.44 -0.42
H 0.58 -4.51 1.67
H -0.06 -2.85 1.70
H 1.66 -3.10 1.71
H 2.16 -5.46 -0.41
H 3.14 -3.98 -0.52
H 2.35 -4.60 -1.96
Br -5.18 1.84 -0.91
C -4.20 3.39 -0.47
C -4.58 4.58 -1.07
C -3.93 5.75 -0.76
C -2.89 5.74 0.16
C -2.51 4.55 0.76
C -3.16 3.36 0.44
I -2.46 1.64 1.38
H -5.40 4.58 -1.78
H -4.23 6.68 -1.23
H -2.38 6.66 0.43
H -1.70 4.53 1.47

***

In the order shown, the computed max |F| values come out to 2.95; 0.80; 1.02; 1.35 eV/Å.